[1]
{"formula": "H10NO3", "method": "ωB97M-V/def2-TZVPD", "symbols": ["N", "H", "H", "H", "H", "H", "H", "O", "H", "H", "O", "H", "H", "O"], "xyz": [[0.452132, 0.136919, 0.183827], [0.753946, -0.833854, -0.012246], [1.257555, 0.672992, 0.586510], [-0.364797, 0.155541, 0.830661], [0.220644, 0.595013, -0.730130], [2.423148, -2.847190, -0.126265], [0.951113, -3.406384, -0.277552], [1.458609, -2.551439, -0.135593], [0.201029, 1.953948, -2.913333], [-0.837702, 2.559337, -1.991692], [-0.200377, 1.881826, -2.046103], [-2.532772, -0.129892, 2.154353], [-1.964808, 1.284136, 2.513001], [-1.817720, 0.529047, 1.964563]], "atomic_forces_ev_per_a": [[0.6803, 0.6269, -0.3478], [0.0940, -0.0694, 0.2491], [-0.9614, -0.6765, -0.2752], [0.2197, 0.1843, -0.1302], [-0.1506, 0.0199, 0.5451], [-1.8832, 0.6208, -0.0158], [0.8825, 1.5544, 0.2483], [0.9334, -2.0520, -0.2429], [0.0729, 0.0246, -0.2146], [-1.2309, 1.2853, 0.0874], [1.2151, -1.4464, 0.2076], [0.9025, 1.0301, -0.1255], [-0.2909, 0.6849, 0.6384], [-0.4834, -1.7870, -0.6238]], "mulliken_charge": [-0.308, 0.331, 0.407, 0.315, 0.381, 0.334, 0.337, -0.711, 0.319, 0.297, -0.658, 0.329, 0.309, -0.682], "total_charge": 1, "orbital_gap_ev": 12.87, "molar_mass_g_mol": 72.1}

***

[2]
{"formula": "C26H44IN2O8S", "method": "ωB97M-V/def2-TZVPD", "symbols": ["C", "C", "C", "C", "C", "N", "C", "I", "C", "C", "C", "C", "C", "C", "C", "C", "C", "C", "O", "C", "O", "C", "C", "N", "C", "C", "C", "S", "O", "O", "O", "H", "H", "H", "H", "H", "H", "H", "H", "H", "H", "H", "H", "H", "H", "H", "H", "H", "H", "H", "H", "H", "H", "H", "H", "H", "H", "H", "H", "H", "H", "H", "H", "H", "H", "H", "H", "H", "H", "C", "C", "C", "O", "C", "O", "O", "H", "H", "H", "H", "H", "H"], "xyz": [[0.369906, -2.430629, 2.706039], [0.644306, -1.435781, 2.095258], [0.906693, -0.319858, 1.177116], [0.840405, -0.694680, -0.314342], [0.137025, -2.031267, -0.587305], [-0.206385, -2.006501, -2.043099], [-1.059206, -3.199557, -2.401864], [-1.753740, -3.061318, -4.429163], [-0.340657, -4.531579, -2.156902], [-1.009862, -5.304753, -0.991543], [0.962995, -1.776569, -2.957246], [2.104128, -0.857506, -2.389976], [2.140175, 0.504904, -3.139623], [1.443426, 1.663416, -2.428670], [-0.060718, 1.702587, -2.801095], [-0.980273, 2.235402, -1.681486], [-2.291000, 1.438200, -1.521877], [-2.473411, 0.925959, -0.101660], [-3.866376, 0.628901, 0.080716], [-4.164791, 0.119310, 1.294377], [-3.537152, 0.369573, 2.294284], [-5.292495, -0.820682, 1.361589], [-5.503437, -1.700921, 0.329919], [2.144836, -0.723541, -0.940648], [3.098341, -1.621197, -0.268982], [4.287902, -0.840824, 0.355968], [4.362081, -0.940168, 1.897400], [4.367267, 0.680909, 2.651687], [5.699370, 1.110904, 2.897438], [3.549952, 1.558248, 1.858969], [3.614581, 0.452410, 4.047003], [0.116063, -3.331277, 3.214474], [0.177430, 0.462322, 1.398809], [1.882143, 0.101794, 1.419940], [0.184533, 0.042464, -0.783899], [0.737466, -2.889857, -0.305160], [-0.808908, -2.072494, -0.044345], [-0.828200, -1.199915, -2.163913], [-1.951488, -3.102488, -1.790234], [0.706750, -4.376556, -1.898198], [-0.384904, -5.174030, -3.029557], [-1.741854, -6.006397, -1.385055], [-1.518534, -4.632403, -0.298426], [-0.271824, -5.846334, -0.402775], [0.553009, -1.290487, -3.838076], [1.357754, -2.726234, -3.312542], [3.031287, -1.347671, -2.679150], [1.777684, 0.396866, -4.163725], [3.197352, 0.766234, -3.230365], [1.866700, 2.603928, -2.783582], [1.567996, 1.635148, -1.348504], [-0.366215, 0.663635, -3.004478], [-0.210133, 2.223360, -3.746406], [-1.212192, 3.275034, -1.902297], [-0.421414, 2.177686, -0.743845], [-2.362605, 0.588285, -2.210147], [-3.150396, 2.075113, -1.732183], [-1.935810, -0.015657, 0.071650], [-2.139056, 1.657947, 0.632877], [-5.925997, -0.815109, 2.242034], [-5.361429, -2.770788, 0.456136], [-5.808269, -1.346815, -0.653199], [3.525243, -2.348397, -0.961423], [2.626027, -2.202741, 0.527655], [5.214653, -1.273941, -0.021139], [4.251759, 0.181023, -0.012300], [5.301254, -1.408359, 2.186087], [3.562448, -1.569552, 2.292802], [2.905090, -0.190092, 3.892620], [-2.047386, 3.238440, 3.371628], [-1.054723, 4.154410, 2.705096], [-0.694049, 5.409625, 3.466012], [-0.328500, 6.302358, 2.404706], [-1.003001, 5.919530, 1.294492], [-1.066165, 6.540728, 0.286175], [-1.599133, 4.713547, 1.496225], [-2.372703, 2.465527, 2.677622], [-1.605217, 2.759110, 4.245031], [-2.940675, 3.780585, 3.684420], [-0.152750, 3.595677, 2.431470], [0.134598, 5.278083, 4.156727], [-1.547583, 5.835783, 3.997964]], "atomic_forces_ev_per_a": [[0.0647, -0.1025, 0.0186], [-0.0821, -0.1279, -0.4484], [-0.0573, -0.1281, 0.6547], [-0.1093, -0.6417, 0.0413], [-0.4541, 0.7727, 0.5273], [-0.1832, -0.4698, -0.2191], [0.2922, -0.2826, -0.5982], [-0.0765, 0.2027, 0.1426], [-0.4354, -0.3440, 0.9085], [0.1395, 0.2046, -0.0612], [0.4188, 0.3757, -0.2153], [-0.3923, 0.1777, -0.5110], [0.7042, 0.3136, 0.8288], [-0.8912, 0.4390, -1.0535], [0.0699, -0.6564, 0.6657], [0.0889, -0.4073, -0.6784], [-0.1758, 0.2545, 0.3376], [-0.2554, 0.0798, -0.1743], [0.2528, -0.5821, -0.0499], [-1.2944, 1.6557, -0.0144], [0.3148, -0.3008, -0.1871], [-0.6934, -0.2510, -0.8856], [0.2021, 0.3229, 0.2412], [0.1370, -0.2985, -0.1659], [0.5679, 0.4859, 0.3985], [0.1370, -0.5974, -0.0757], [0.2790, -0.0819, -0.4025], [-0.1063, 1.0464, -0.4077], [-0.0101, -0.4411, 0.4679], [-0.3819, -0.3984, 0.0357], [0.4764, -0.3847, -0.2882], [0.0250, 0.0870, 0.1695], [0.0203, 0.0491, -0.0651], [-0.0264, 0.2466, -0.2948], [0.4206, 0.2722, -0.1754], [0.0459, -0.0713, -0.2770], [-0.0237, -0.1728, -0.0440], [0.1170, 0.0889, 0.0261], [-0.0101, -0.0170, 0.0085], [0.0458, 0.1617, -0.2482], [0.2055, 0.1967, -0.1748], [-0.0490, -0.0336, 0.1338], [-0.0146, 0.0039, -0.0015], [-0.0170, -0.1689, -0.1265], [-0.0830, -0.0748, -0.0076], [-0.1377, -0.2180, 0.4211], [-0.0650, -0.1330, -0.0083], [-0.0779, -0.0432, 0.0153], [0.0086, -0.0480, 0.0030], [0.2429, -0.0266, 0.2038], [0.2229, -0.0961, -0.0108], [-0.0673, 0.0254, -0.0924], [-0.0131, 0.0644, 0.0255], [0.0541, 0.1031, 0.3861], [-0.0371, 0.2972, 0.0517], [0.0565, 0.1024, -0.1430], [-0.0143, -0.0357, -0.0741], [0.1825, 0.1222, 0.0825], [-0.0541, 0.0366, -0.0152], [1.3347, -1.0243, 0.9740], [-1.8346, -0.1914, 0.4588], [1.7930, 0.0870, -0.5198], [-0.2614, 0.0049, -0.1763], [-0.2046, -0.0095, -0.1116], [0.0047, 0.0684, -0.0613], [-0.0492, 0.0986, 0.2239], [-0.0176, 0.0912, 0.2256], [-0.1355, 0.2275, 0.1031], [-0.1729, 0.1487, 0.2545], [-0.2278, 0.0804, -0.1698], [-0.2045, -0.2034, 0.2843], [0.1412, 0.0288, 0.0308], [-0.0967, -0.0539, -0.0107], [0.0100, 0.0686, -0.0224], [0.0052, -0.0267, -0.0344], [0.1470, -0.0161, -0.0564], [0.0546, -0.1072, 0.1072], [0.0370, 0.0019, -0.0153], [0.0561, 0.0761, 0.0272], [0.0656, 0.0827, 0.0035], [0.1037, 0.1060, -0.1117], [-0.0520, -0.0920, -0.0034]], "mulliken_charge": [-0.235, -0.990, 0.725, 0.631, -1.425, 0.748, -0.941, 0.189, -0.364, -1.388, -1.211, -0.068, -1.745, -0.553, -0.718, -0.566, -1.084, 1.266, -0.460, 0.748, -0.540, -0.560, -0.622, 0.695, -0.832, -1.220, -0.842, 1.216, -0.637, -0.585, -0.494, 0.503, 0.081, -0.465, -0.280, 0.273, 0.628, -0.042, 0.871, 0.268, 0.683, 0.368, 0.302, 0.345, 0.544, 0.358, 0.654, 0.376, 0.544, 0.571, 0.307, 0.026, 0.591, 0.770, 0.110, 0.406, 0.487, -0.371, -0.659, 0.445, 0.270, 0.298, 0.885, 0.531, 0.279, 0.508, 0.522, 0.422, 0.370, -1.074, 0.688, -0.500, -0.331, 0.605, -0.536, -0.322, 0.015, 0.356, 0.412, 0.123, 0.328, 0.318], "total_charge": 1, "orbital_gap_ev": 8.22, "molar_mass_g_mol": 671.6}

***

[3]
{"formula": "C5H11NS", "method": "ωB97M-V/def2-TZVPD", "symbols": ["C", "C", "C", "C", "C", "N", "S", "H", "H", "H", "H", "H", "H", "H", "H", "H", "H", "H"], "xyz": [[-2.165774, -1.212456, -0.663311], [0.316586, -1.115141, -1.658293], [1.260014, 0.079676, 1.686850], [1.775220, 0.736265, 0.428990], [0.355077, 1.003185, 0.922398], [-1.064970, 1.030074, -1.569673], [-0.709706, -0.298440, -0.641360], [-1.883538, -2.066365, -1.145250], [-2.593769, -1.482580, 0.343253], [0.958736, -0.445929, -2.220334], [0.738984, -1.960012, -1.272336], [0.944150, -0.970944, 1.611608], [1.455903, 0.307945, 2.666986], [2.431827, 1.599627, 0.390142], [1.882625, 0.095009, -0.451214], [0.094592, 2.001124, 1.152490], [-1.602767, 0.864405, -2.333002], [-0.717023, 1.926248, -1.347001]], "atomic_forces_ev_per_a": [[-0.4094, 1.5959, 3.3464], [-0.3880, 2.5486, -0.0813], [-1.7272, -0.5214, -2.2068], [-0.8304, 0.4283, 0.3788], [1.1173, -2.7234, -2.2112], [1.7224, 0.0809, 3.0742], [-0.4694, 0.9177, -1.3238], [0.5442, -2.3681, -1.4595], [0.3294, 0.8310, -0.8552], [-0.0595, -0.1395, -0.1778], [0.9057, -2.4028, 0.8690], [0.4036, 0.2461, -0.2717], [1.0341, 0.8736, 2.0628], [0.0984, -0.1761, 0.4738], [-0.0111, -0.0405, 0.3007], [-0.7081, 0.6576, 0.3805], [-1.8677, -0.5000, -2.5108], [0.3157, 0.6923, 0.2117]], "mulliken_charge": [-1.079, -1.061, -0.583, -0.271, -0.440, -0.352, 0.741, 0.384, 0.220, 0.451, 0.332, 0.155, 0.320, 0.236, 0.171, 0.397, 0.181, 0.198], "total_charge": 0, "orbital_gap_ev": [7.82, 7.82], "molar_mass_g_mol": 117.2}

***

[4]
{"formula": "C5H7NO", "method": "ωB97M-V/def2-TZVPD", "symbols": ["C", "C", "C", "C", "O", "C", "N", "H", "H", "H", "H", "H", "H", "H"], "xyz": [[-1.003568, -1.030164, 0.498430], [-0.579698, 0.383483, 0.076488], [0.821776, 0.399911, -0.549660], [1.907684, 0.062541, 0.445548], [1.764099, 0.123416, 1.643438], [-1.544451, 0.940795, -0.884199], [-2.292468, 1.360093, -1.660800], [-2.018269, -1.032336, 0.905186], [-0.321382, -1.400090, 1.268004], [-0.978016, -1.710302, -0.359693], [-0.572315, 1.030294, 0.961501], [0.877113, -0.288896, -1.402282], [1.057741, 1.397865, -0.947830], [2.881759, -0.236614, 0.005865]], "atomic_forces_ev_per_a": [[-0.0077, -0.0896, 0.0282], [-0.0046, 0.0056, 0.0400], [-0.0164, -0.0053, -0.0134], [-0.0642, 0.0444, 0.3562], [0.0702, -0.0559, -0.5341], [-0.6232, 0.3784, -0.6378], [0.7094, -0.3984, 0.7418], [0.1487, 0.0280, -0.0636], [-0.1102, 0.0475, -0.1198], [-0.0132, 0.1015, 0.1144], [-0.0127, -0.0627, -0.1441], [0.0115, 0.0793, 0.1274], [-0.0064, -0.1516, 0.0380], [-0.0811, 0.0788, 0.0668]], "mulliken_charge": [-1.326, 0.609, -0.756, -0.007, -0.476, 0.004, -0.445, 0.358, 0.374, 0.331, 0.251, 0.366, 0.357, 0.360], "total_charge": 0, "orbital_gap_ev": 11.21, "molar_mass_g_mol": 97.1}

***

[5]
{"formula": "C11H10Cl2", "method": "ωB97M-V/def2-TZVPD", "symbols": ["C", "C", "C", "C", "C", "C", "C", "C", "C", "C", "C", "Cl", "Cl", "H", "H", "H", "H", "H", "H", "H", "H", "H", "H"], "xyz": [[2.306204, 1.909056, 1.053747], [1.869597, 2.324061, -0.176101], [1.530080, 1.029656, 1.794732], [0.808440, 1.606797, -0.746098], [0.531264, 0.183761, 1.319099], [0.183860, 0.506756, 0.000511], [0.003535, -2.877674, -0.016931], [-0.024887, -1.901740, -0.879131], [-1.946560, 0.020755, -1.555981], [-0.859431, -0.480278, -0.616749], [-2.235280, -0.473763, -0.137314], [-2.698951, 0.548382, 1.192351], [-2.965055, -2.125859, 0.146800], [3.120730, 2.414707, 1.554063], [2.366291, 3.131349, -0.816301], [1.837856, 0.804868, 2.825067], [0.380480, 1.942763, -1.734811], [-0.012388, -0.590988, 1.974582], [0.444874, -3.849901, -0.243668], [-0.497033, -2.737859, 0.976413], [0.367516, -1.945760, -1.898688], [-2.132030, 1.063005, -1.627852], [-2.379113, -0.502093, -2.387740]], "atomic_forces_ev_per_a": [[-0.4598, 0.8308, 1.0909], [-0.1208, 0.0996, -2.3677], [0.9599, -1.8650, 1.9071], [-1.5269, -1.1121, 0.5729], [-0.1570, 1.2673, -0.4993], [-0.7881, 0.0012, -1.5477], [-0.3859, -0.5735, 1.6387], [-2.1398, 3.0386, -1.2292], [-0.6014, -0.6689, 1.4650], [3.7603, -0.8350, -0.7060], [-0.6408, -1.6852, 0.3200], [-0.1965, 0.4728, -0.1978], [-0.1987, 1.0335, -0.5458], [0.0915, -0.0456, -0.0302], [-0.6603, -1.2075, 1.2684], [0.0980, 0.4198, -0.3138], [0.5370, -0.7645, 1.1572], [1.0649, 1.3914, -1.3262], [0.0675, 0.3816, 0.1468], [0.6434, -0.4078, -1.0491], [0.0652, -0.0766, 0.3964], [0.3723, 0.9599, -0.0561], [0.2162, -0.6545, -0.0945]], "mulliken_charge": [-0.600, -0.318, -0.486, -0.403, -0.177, 0.437, -0.728, -0.230, -1.184, 0.273, 0.803, -0.142, -0.189, 0.359, 0.294, 0.297, 0.264, 0.224, 0.310, 0.164, 0.357, 0.349, 0.324], "total_charge": 0, "orbital_gap_ev": 9.73, "molar_mass_g_mol": 213.1}

***

[6]
{"formula": "C6H16", "method": "ωB97M-V/def2-TZVPD", "symbols": ["C", "C", "C", "H", "H", "H", "H", "H", "H", "H", "H", "C", "C", "C", "H", "H", "H", "H", "H", "H", "H", "H"], "xyz": [[-3.273883, 0.880911, -1.604722], [-2.457178, -0.167840, -2.394023], [-2.295483, -1.410069, -1.529966], [-3.160476, 0.764406, -0.507397], [-4.302620, 0.963710, -1.967349], [-2.880964, 1.895285, -1.662354], [-1.460419, 0.222690, -2.619832], [-2.942763, -0.450452, -3.340088], [-3.206402, -2.000589, -1.348976], [-1.657393, -2.113145, -2.156596], [-1.924867, -1.145156, -0.543055], [2.859820, -0.793522, 0.988763], [3.085474, 0.087778, 2.321369], [2.130537, 1.336394, 2.242234], [1.930376, -1.360107, 1.114072], [3.588779, -1.533047, 0.654314], [2.793808, -0.041606, 0.222387], [4.021465, 0.607934, 2.110271], [3.026815, -0.536968, 3.205215], [2.446076, 1.964731, 3.068376], [2.354737, 1.832992, 1.296865], [1.047436, 1.157913, 2.267880]], "atomic_forces_ev_per_a": [[0.4525, 0.7754, 0.0698], [-0.6125, 0.2776, 0.8147], [0.3782, -1.4452, -1.4397], [-0.6621, -0.6201, -0.5344], [-0.0036, -0.3028, 0.5630], [0.2049, 0.1650, -0.7254], [-0.1344, -0.0502, -0.0707], [0.1413, 0.3097, 0.2339], [-0.1160, 0.5401, -0.2014], [-0.2273, 0.5911, 1.3977], [0.5861, -0.2399, -0.1031], [-0.4314, 0.4277, 1.6804], [-0.6478, 0.0448, -3.1432], [0.4335, -1.1439, 0.3492], [-0.1029, 0.3314, -0.3399], [0.4547, 0.2222, 0.5923], [-0.3813, -0.0120, -0.6770], [0.5601, -0.6331, 0.9188], [0.2086, 0.3544, 0.2526], [-0.3745, 0.4441, 0.0545], [-0.0383, 0.1545, 0.1185], [0.3123, -0.1908, 0.1894]], "mulliken_charge": [-1.024, -0.154, -1.103, 0.285, 0.260, 0.316, 0.241, 0.271, 0.304, 0.286, 0.318, -1.020, -0.302, -1.047, 0.252, 0.317, 0.288, 0.237, 0.351, 0.300, 0.319, 0.305], "total_charge": 0, "orbital_gap_ev": 12.12, "molar_mass_g_mol": 88.2}

***

For each record above, in turn, the calculated E_tot values are -286.25870, -2423.99277, -649.75904, -324.69848, -1345.43782, -238.15852 Eh.